(1)
C23H20I2MoN6O3S | ωB97M-V/def2-TZVPD

Structure (XYZ):
```
56
C23H20I2MoN6O3S (ωB97M-V/def2-TZVPD)
Mo -0.61811 0.46110 0.49750
I 4.02479 -0.99322 6.48320
C 2.54160 -0.57571 5.09356
C 1.32573 -0.05128 5.51403
C 0.33707 0.23347 4.58474
I -1.47714 1.04479 5.19270
C 0.57292 -0.01422 3.23496
O -0.39580 0.31757 2.33195
C 1.78896 -0.54856 2.80334
C 2.04214 -0.89883 1.36153
N 1.54841 0.12940 0.39275
C 2.24540 1.42956 0.56044
C 1.46064 2.54173 -0.07146
C 2.05824 3.71047 -0.48632
C 1.26264 4.74300 -0.96610
C -0.11120 4.57386 -1.01526
C -0.65161 3.37570 -0.60099
N 0.11915 2.36933 -0.14158
C 2.77210 -0.81820 3.74466
H 1.14822 0.14187 6.56276
H 1.54800 -1.83329 1.09100
H 3.11298 -1.04652 1.20935
H 1.76320 -0.22176 -0.53985
H 3.25823 1.38001 0.15907
H 2.32543 1.62132 1.63361
H 3.13297 3.81503 -0.42888
H 1.71515 5.66867 -1.29588
H -0.76675 5.35311 -1.37543
H -1.71619 3.20439 -0.64308
H 3.72235 -1.22774 3.42604
N -7.43546 -2.99600 -1.20810
C -6.42752 -2.10783 -1.12416
C -6.17916 -1.20626 -2.18090
C -5.15832 -0.29793 -2.09957
C -4.35187 -0.27170 -0.95378
C -4.57625 -1.16067 0.10517
C -5.60015 -2.06762 0.02168
S -3.05764 0.83488 -0.90548
O -3.33869 2.02859 -1.62602
O -2.64681 1.02703 0.54861
N -1.63481 0.16997 -1.42445
C -1.59265 -1.21791 -1.33153
N -2.09918 -2.05577 -2.20670
C -1.95892 -3.34786 -1.91703
C -1.31928 -3.80912 -0.76449
C -0.81319 -2.86868 0.09974
N -0.95425 -1.56522 -0.19330
H -8.07784 -2.97153 -1.98053
H -7.68241 -3.57486 -0.42515
H -6.81422 -1.22550 -3.05691
H -4.97849 0.40180 -2.90465
H -3.97315 -1.10929 1.00287
H -5.80113 -2.73801 0.84708
H -2.37443 -4.04370 -2.63633
H -1.23028 -4.86391 -0.55289
H -0.32140 -3.12986 1.02786
```

Results
Frontier orbital gap (spin up / spin down)   5.796 / 6.382 eV
Expectation value of S²   2.02
Multiplicity   3
LUMO energy (spin up / spin down)   -0.278 / -0.257 hartree
E_HOMO (spin up / spin down)   -13.36 / -13.37 eV
Total charge   +2

Atomic partial charges in e from the Mulliken method, atoms 1 to 5:
1. Mo 0.37
2. I 0.19
3. C -0.55
4. C -0.13
5. C -0.53



(2)
C34H87ClN5O16 | ωB97M-V/def2-TZVPD

Structure (XYZ):
```
143
C34H87ClN5O16 (ωB97M-V/def2-TZVPD)
Cl 0.13615 -0.41411 0.28257
O -0.86533 -1.44549 0.13396
O -0.44021 0.78166 0.87138
O 1.13614 -0.92519 1.19965
O 0.86002 -0.01442 -0.83918
C 0.09899 -0.66373 3.24111
C 0.76517 -2.03264 3.65101
O 1.96793 -2.13922 3.00391
H -0.57847 -0.67029 2.38722
H 0.69078 0.24934 3.30576
H -0.58504 -0.34687 4.02838
H 0.10243 -2.82376 3.30030
H 0.87911 -2.06703 4.73450
H 1.83007 -1.87116 2.09247
C 1.33293 -5.17099 0.19993
C 1.20030 -4.17606 1.38511
O 1.63856 -2.85731 1.08940
H 0.90675 -6.16471 0.33775
H 2.40658 -5.29700 0.06032
H 1.05405 -4.74207 -0.76256
H 1.68355 -4.52184 2.29890
H 0.12425 -4.12919 1.55248
H 0.88336 -2.37280 0.74804
C 2.59587 -1.75606 -1.76326
O 2.74259 -0.74694 -2.64521
C 4.04604 -0.55642 -3.19442
C 4.25403 0.96346 -3.55043
N 3.06427 1.42212 -4.23447
C 3.37757 2.75306 -4.73865
C 3.38048 3.98162 -3.73944
O 2.12716 4.23756 -3.09395
C 2.18158 5.38636 -2.34013
H 1.61089 -1.95269 -1.33985
H 3.30637 -1.59469 -0.95255
H 2.67285 -2.69112 -2.31809
H 4.29110 -1.18121 -4.05329
H 4.87125 -0.72688 -2.50300
H 5.11313 0.87783 -4.21582
H 4.56218 1.58259 -2.70793
H 3.07288 0.83755 -5.05805
H 2.57645 2.88185 -5.46647
H 4.31243 2.71794 -5.29805
H 3.69076 4.82466 -4.35680
H 4.20883 3.85822 -3.04178
H 1.16641 5.57138 -1.98902
H 2.35767 6.22078 -3.01897
H 2.84672 5.43416 -1.47791
C -6.95592 -0.65020 -1.23169
O -6.20932 -0.17261 -0.11964
C -6.51244 -0.87026 1.11730
C -5.66246 -0.37417 2.37153
N -4.35160 -1.01360 2.60521
C -4.47721 -2.38860 2.96416
C -3.02923 -3.10666 3.04388
O -2.40498 -3.09563 1.74250
C -1.03832 -3.41060 1.87229
H -7.87083 -1.15494 -0.92141
H -6.32444 -1.36286 -1.76220
H -7.25495 0.10403 -1.95958
H -6.31557 -1.93553 0.99675
H -7.55545 -0.82620 1.43080
H -6.21545 -0.34559 3.31041
H -5.56745 0.70422 2.24440
H -3.84978 -0.92169 1.73353
H -5.14532 -2.89134 2.26487
H -5.00534 -2.32347 3.91544
H -3.12209 -4.18503 3.17266
H -2.42061 -2.63870 3.81766
H -0.55744 -2.72863 2.57356
H -0.44775 -3.39479 0.95629
H -0.99927 -4.40937 2.30709
C 2.24190 0.22091 1.86195
O 2.59760 1.44153 2.47537
C 2.92658 1.22608 3.82839
C 2.92910 2.53362 4.60742
N 4.07406 3.35396 4.29708
C 3.81661 4.76297 4.86108
C 4.97617 5.68035 4.39040
O 5.24381 5.57226 2.98301
C 6.40695 6.34869 2.58750
H 2.35974 0.10924 0.78411
H 1.17307 0.02697 1.95190
H 2.79367 -0.63080 2.25975
H 3.85306 0.65660 3.90209
H 2.08625 0.65702 4.22604
H 2.94859 2.25481 5.66097
H 1.99305 3.03748 4.36651
H 4.81998 2.82335 4.72390
H 3.92605 4.70649 5.94411
H 2.81295 5.12448 4.63735
H 5.82387 5.42206 5.02503
H 4.80283 6.73905 4.58327
H 7.24429 6.00051 3.19225
H 6.25973 7.39905 2.83882
H 6.54224 6.08042 1.53972
C -3.08287 1.09567 0.82758
O -2.88640 0.41945 -0.36805
C -3.41704 -0.93119 -0.40347
C -3.45524 -1.35923 -1.88016
N -3.23483 -2.79138 -2.21560
C -1.96297 -3.45718 -1.79037
C -2.30577 -4.93154 -1.60364
O -1.28763 -5.76574 -1.05495
C -1.45593 -7.11465 -1.41927
H -4.14335 1.17059 1.06814
H -2.80508 2.14670 0.74836
H -2.50476 0.69034 1.65801
H -4.33433 -1.06113 0.17080
H -2.66888 -1.59353 0.03204
H -2.68236 -0.78628 -2.39249
H -4.33271 -0.90162 -2.33705
H -3.48834 -3.01399 -3.16759
H -1.56592 -3.03214 -0.86853
H -1.15440 -3.29402 -2.50290
H -2.58791 -5.30627 -2.58754
H -3.10397 -5.05685 -0.87200
H -0.52822 -7.65712 -1.23711
H -1.67681 -7.13349 -2.48648
H -2.31329 -7.67775 -1.05057
C 0.10626 4.91467 -3.62334
O -0.16535 3.75911 -2.79159
C -1.38188 3.97948 -2.02799
C -1.53792 2.88393 -0.95044
N -0.89784 1.54201 -1.32678
C -1.64444 0.96779 -2.47359
C -1.09640 -0.45557 -2.72986
O 0.27884 -0.51445 -3.21224
C 0.59650 -1.86935 -3.49249
H -0.41437 4.90673 -4.58094
H 1.16463 5.02767 -3.85826
H -0.03651 5.92047 -3.22827
H -2.25338 3.90494 -2.67839
H -1.30691 4.87512 -1.41128
H -2.60218 2.83090 -0.72102
H -0.95620 3.18228 -0.07827
H -1.20406 0.90884 -0.60192
H -1.65285 1.48368 -3.43375
H -2.66113 0.80047 -2.11803
H -1.73920 -0.89113 -3.49483
H -1.03543 -0.92568 -1.74834
H 1.66671 -1.80213 -3.68798
H 0.39268 -2.22834 -4.50129
H 0.34291 -2.54424 -2.67498
```

Results
Energy relative to the best compared isomer or geometry (same formula, charge and spin)   2829.8 kJ/mol
Frontier orbital gap   6.100 eV
LUMO energy   0.094 hartree
E_HOMO   -3.55 eV
Total charge   -1

Atomic partial charges in e from the Mulliken method, atoms 1 to 5:
1. Cl 0.23
2. O 0.80
3. O -0.41
4. O -1.59
5. O -0.15



(3)
C5H11NO3 | ωB97M-V/def2-TZVPD

Structure (XYZ):
```
20
C5H11NO3 (ωB97M-V/def2-TZVPD)
C 1.29260 0.80315 1.44572
C -0.20041 0.65223 1.17517
C -0.60337 0.87812 -0.41887
N -2.01528 0.89900 -0.58942
O -0.11284 2.12706 -0.79158
O 0.01888 -0.10827 -1.19111
C -0.19260 -1.39071 -0.67302
C 1.01509 -2.24223 -0.91528
O -1.25706 -1.81048 -0.25134
H 1.87106 -0.02100 1.01944
H 1.48073 0.83372 2.52405
H 1.68594 1.73733 1.03421
H -0.56398 -0.27041 1.63718
H -0.73203 1.45394 1.70139
H -2.29797 1.18224 -1.52345
H -2.40498 0.01404 -0.25939
H -0.91323 2.63371 -0.99987
H 1.41146 -2.57865 0.04533
H 1.79632 -1.69297 -1.44377
H 0.72166 -3.09982 -1.52538
```

Results
Energy relative to the best compared isomer or geometry (same formula, charge and spin)   75.9 kJ/mol
Frontier orbital gap   10.684 eV
LUMO energy   0.031 hartree
E_HOMO   -9.83 eV
SMILES   CC[C@@](N)(O)OC(C)=O

Atomic partial charges in e from the Mulliken method, atoms 1 to 5:
1. C -1.05
2. C -0.63
3. C 0.70
4. N -0.74
5. O -0.54